The ion C9H13N2 with charge +1 in a non-equilibrium geometry, computed with ωB97M-V/def2-TZVPD.

Last column: Mulliken charge in e.
Geometry (Å):
C (3.186, -2.226, 0.096)  0.3044
C (2.512, -1.276, -0.181)  -0.9608
C (1.859, 0.427, -0.090)  0.5461
N (2.646, 1.490, 0.089)  0.0202
C (1.838, 2.552, 0.142)  -0.3863
C (0.563, 2.079, 0.111)  -0.3308
N (0.570, 0.745, -0.091)  0.3318
C (-0.631, -0.125, -0.063)  1.2522
C (-1.898, 0.622, -0.124)  -2.1217
C (-0.622, -0.804, 1.291)  -1.3906
C (-0.614, -1.058, -1.238)  -1.4403
H (3.650, -3.195, 0.396)  0.3984
H (3.639, 1.574, 0.042)  0.2344
H (2.304, 3.594, 0.126)  0.3708
H (-0.235, 2.751, -0.102)  0.4002
H (-2.084, 1.192, -0.982)  0.5153
H (-2.708, -0.154, -0.047)  0.4223
H (-1.977, 1.212, 0.764)  0.5436
H (-1.413, -1.550, 1.689)  0.3702
H (0.391, -1.118, 1.484)  0.3660
H (-0.755, 0.021, 1.974)  0.4570
H (-0.891, -0.742, -2.287)  0.3354
H (0.428, -1.447, -1.497)  0.2884
H (-1.032, -1.956, -0.866)  0.4738

Its total charge is +1. The total energy comes out at -12513.2293 eV. The gap between HOMO and LUMO is 0.3915 Eh. Its SMILES is C#Cc1[nH]cc[n+]1C(C)(C)C. As for the spin multiplicity: 1. For the energy above the lowest of the compared OMol25 structures with the same formula, charge and spin, the calculation gives 423.64 kJ/mol.

A cluster of 3 separate species, C22H53BClNO8Si in total, computed with ωB97M-V/def2-TZVPD.

Last column: Mulliken charge in e.
Geometry (Å):
C (-1.151, -3.292, 2.991)  -1.0454
C (-0.624, -1.977, 3.562)  0.2984
O (0.786, -1.830, 3.401)  -0.4643
C (1.159, -1.371, 2.120)  -0.0938
C (1.274, 0.148, 2.033)  -0.4916
O (0.027, 0.705, 1.658)  -0.1205
C (0.127, 1.873, 0.866)  -0.0329
C (-1.265, 2.272, 0.466)  -0.8701
O (-1.816, 1.227, -0.321)  -0.0854
C (-2.880, 1.610, -1.194)  -0.7568
Si (-3.797, -0.028, -1.354)  0.2982
Cl (-5.340, 0.121, -2.713)  -0.4187
C (-4.417, -0.480, 0.372)  0.1229
O (-5.663, 0.109, 0.701)  -0.4198
C (-6.414, -0.617, 1.657)  -0.6345
C (-5.744, -0.776, 3.022)  0.0573
O (-5.675, 0.423, 3.768)  -0.4688
C (-4.582, 1.279, 3.450)  -0.2388
C (-3.227, 0.737, 3.916)  -0.4792
B (-2.386, -1.381, -1.930)  0.6710
O (-2.196, -2.556, -1.216)  -0.7048
N (-1.569, -1.099, -3.111)  0.2687
C (-0.180, -0.845, -2.699)  -0.1688
C (-1.661, -2.139, -4.148)  -1.1133
H (-1.087, -3.335, 1.892)  0.0764
H (-0.580, -4.133, 3.410)  0.3390
H (-2.202, -3.429, 3.287)  0.4166
H (-1.147, -1.115, 3.117)  -0.2719
H (-0.808, -1.946, 4.643)  0.4023
H (2.151, -1.789, 1.893)  0.0642
H (0.470, -1.747, 1.343)  0.0767
H (1.575, 0.532, 3.023)  0.2450
H (2.058, 0.420, 1.304)  0.3176
H (0.733, 1.669, -0.037)  -0.1539
H (0.591, 2.698, 1.436)  0.4467
H (-1.233, 3.213, -0.103)  0.5299
H (-1.878, 2.410, 1.376)  0.1424
H (-3.499, 2.413, -0.762)  0.6249
H (-2.484, 1.938, -2.170)  0.2042
H (-4.447, -1.580, 0.480)  0.6007
H (-3.625, -0.106, 1.055)  -0.4629
H (-6.672, -1.618, 1.267)  0.3698
H (-7.350, -0.055, 1.792)  0.3581
H (-6.361, -1.473, 3.610)  0.3895
H (-4.749, -1.248, 2.924)  -0.1026
H (-4.799, 2.219, 3.975)  0.4068
H (-4.566, 1.512, 2.373)  0.1548
H (-2.917, -0.148, 3.340)  -0.2527
H (-3.271, 0.459, 4.977)  0.4140
H (-2.449, 1.495, 3.752)  0.3432
H (-2.169, -2.402, -0.268)  0.1145
H (-0.151, -0.404, -1.691)  -0.0890
H (0.289, -0.131, -3.393)  -0.3550
H (0.431, -1.765, -2.681)  0.3289
H (-1.715, -3.159, -3.730)  0.3299
H (-0.769, -2.097, -4.786)  0.3546
H (-2.553, -1.975, -4.769)  0.2868
C (5.305, -1.722, 2.145)  -1.1383
C (5.247, -1.796, 0.629)  -0.4085
O (5.076, -0.523, 0.023)  -0.3007
C (6.134, 0.403, 0.226)  -0.3025
C (7.470, -0.053, -0.335)  -1.1621
H (4.445, -1.144, 2.490)  0.2650
H (5.264, -2.719, 2.584)  0.3948
H (6.208, -1.237, 2.518)  0.3463
H (4.360, -2.358, 0.332)  0.3620
H (6.111, -2.327, 0.217)  0.3430
H (6.231, 0.654, 1.288)  0.3176
H (5.813, 1.311, -0.287)  0.3391
H (7.870, -0.914, 0.202)  0.2845
H (8.199, 0.754, -0.255)  0.4001
H (7.366, -0.327, -1.386)  0.3001
C (3.686, 1.582, -3.161)  -1.4053
C (2.341, 2.020, -2.608)  1.1056
O (1.888, 3.278, -3.074)  -0.4990
C (1.671, 3.367, -4.473)  -0.3666
C (0.617, 2.406, -4.997)  -0.7974
H (4.437, 2.356, -2.993)  0.3254
H (4.001, 0.670, -2.650)  0.3677
H (3.654, 1.374, -4.231)  0.3770
H (2.415, 2.134, -1.525)  0.2242
H (1.587, 1.248, -2.795)  -0.5337
H (2.612, 3.235, -5.019)  0.3068
H (1.350, 4.396, -4.639)  0.3638
H (0.936, 1.365, -4.924)  0.1616
H (0.415, 2.615, -6.048)  0.4478
H (-0.313, 2.515, -4.436)  0.1230

The total energy comes out at -62619.4891 eV. The gap between HOMO and LUMO is 0.3328 Eh. Its SMILES is CCOCCOCCOC[Si@](Cl)(COCCOCC)B(O)N(C)C.CCOCC.CCOCC. As for the spin multiplicity: 1.

The ion C3H9NO3P with charge -1 in a non-equilibrium geometry, computed with ωB97M-V/def2-TZVPD.

Last column: Mulliken charge in e.
Geometry (Å):
C (-1.408, 1.220, 0.381)  -0.7770
N (-0.727, 0.003, -0.109)  -0.4772
C (0.598, -0.162, 0.481)  0.2372
C (1.010, -1.660, 0.350)  -1.3242
P (1.970, 1.071, 0.115)  0.8842
O (1.512, 2.413, 0.526)  -0.7217
O (3.214, 0.514, 0.669)  -0.7476
O (2.088, 0.959, -1.585)  -0.5983
H (-2.508, 1.033, 0.320)  0.3494
H (-1.123, 1.457, 1.442)  0.2539
H (-0.903, 2.054, -0.225)  0.1944
H (-1.361, -0.730, 0.065)  0.2868
H (0.460, 0.027, 1.777)  0.1437
H (1.221, -1.798, -0.687)  0.3549
H (0.077, -2.329, 0.659)  0.3104
H (1.758, -1.909, 1.108)  0.3189
H (1.236, 1.097, -2.020)  0.3122

Its total charge is -1. The total energy comes out at -20181.4800 eV. The gap between HOMO and LUMO is 0.3195 Eh. Its SMILES is CN[C@@H](C)[P@@](=O)([O-])O. As for the spin multiplicity: 1. For the energy above the lowest of the compared OMol25 structures with the same formula, charge and spin, the calculation gives 94.18 kJ/mol.